# 1
Here is a molecular structure, C26H40BiF2N4O3P from OMol25. Energies are from ωB97M-V/def2-TZVPD.

```
! wB97M-V def2-TZVPD RIJCOSX def2/J DEFGRID3
* xyz 0 1
Bi 0.51051 -0.18485 1.38884
O -4.80631 4.84469 -2.61882
C -5.23811 3.54932 -2.24594
C -4.08850 2.77763 -1.65790
C -4.29007 1.50287 -1.14951
C -3.21184 0.81516 -0.62135
N -1.97584 1.30635 -0.56543
C -1.78430 2.53201 -1.05193
C -2.80789 3.29739 -1.60332
C -0.39573 3.07438 -0.98298
C 0.04085 4.07099 -1.84727
C 1.34664 4.53180 -1.76050
C 1.83363 5.63291 -2.66525
O 1.32903 6.89997 -2.27402
C 2.17071 3.97213 -0.79684
C 1.65273 2.97668 0.01785
N 0.40832 2.53626 -0.06675
H -5.55465 5.32799 -2.98063
H -5.61990 2.99956 -3.11563
H -6.04545 3.60019 -1.50476
H -5.27109 1.04553 -1.15482
H -3.34412 -0.17814 -0.21827
H -2.63360 4.29818 -1.96424
H -0.61319 4.47829 -2.60424
H 1.46908 5.47701 -3.68100
H 2.92883 5.63493 -2.69507
H 1.59326 7.06502 -1.36193
H 3.20200 4.28471 -0.69297
H 2.27136 2.50739 0.77522
O 0.50314 -3.26626 4.48925
C 0.78419 -2.45519 3.69054
N 1.15180 -1.62615 2.91783
C 4.56580 0.24196 1.23554
C 4.62192 -1.10507 0.49163
C 6.00974 -1.26737 -0.14020
C 4.46768 -2.19530 1.56298
P 3.15592 -1.22230 -0.69770
N 1.85648 -0.60670 -0.10268
C 2.90167 -3.02934 -1.17993
C 4.14928 -3.81188 -1.59800
C 1.88686 -3.05989 -2.33312
C 2.23275 -3.76797 -0.01454
C 3.53533 -0.22134 -2.26344
C 2.20743 0.11317 -2.96458
C 4.48769 -0.86687 -3.27491
C 4.13537 1.12773 -1.84335
H 5.08523 0.13769 2.18905
H 3.54136 0.54215 1.45196
H 5.04968 1.04314 0.68425
H 6.75071 -1.24897 0.66350
H 6.26486 -0.46525 -0.82689
H 6.12430 -2.21424 -0.66196
H 5.20620 -2.00522 2.34482
H 4.66578 -3.18951 1.17043
H 3.48227 -2.17861 2.02772
H 4.69845 -3.34615 -2.41209
H 3.83123 -4.79961 -1.94202
H 4.83310 -3.97182 -0.76766
H 2.31706 -2.75237 -3.28180
H 1.02167 -2.43334 -2.11813
H 1.53674 -4.08736 -2.45255
H 2.91197 -3.99092 0.80169
H 1.84718 -4.71897 -0.38960
H 1.39799 -3.20846 0.38752
H 1.82655 -0.71396 -3.55628
H 2.37877 0.95025 -3.64511
H 1.44689 0.40582 -2.24144
H 4.04948 -1.73321 -3.76366
H 5.43861 -1.16444 -2.83878
H 4.70432 -0.13406 -4.05691
H 3.53651 1.60142 -1.07046
H 4.14042 1.78471 -2.71641
H 5.15999 1.04795 -1.49375
F -0.88026 -2.95916 1.13123
C -1.10959 -1.68866 0.70037
F -2.29617 -1.32185 1.29151
H -1.26869 -1.72199 -0.38098
*
```

Calculated values
maximum force	0.618	eV/A
E_tot	-60277.560	eV
LUMO	0.045	eV

***

# 2
Here is a molecular structure, C30H28F3N3O5SSn from OMol25. Energies are from ωB97M-V/def2-TZVPD.

```
! wB97M-V def2-TZVPD RIJCOSX def2/J DEFGRID3
* xyz 0 1
Sn 2.92992 -1.49213 -1.45698
C 1.61091 5.10465 -2.88497
C 1.57266 4.49965 -1.50992
C 1.43965 5.29899 -0.37740
C 1.38896 4.74026 0.88991
C 1.46153 3.36210 1.01915
C 1.57960 2.53886 -0.09469
C 1.64219 3.11675 -1.35089
S 1.39283 2.64209 2.62254
O 0.73841 1.36643 2.47863
O 0.88239 3.59351 3.56848
N 2.98615 2.47668 3.01347
C 3.83105 1.52407 2.29041
C 3.54166 0.03787 2.55370
C 3.73628 -0.76155 1.28150
O 4.67019 -1.52280 1.09855
O 2.80222 -0.50565 0.39703
H 1.70347 6.18888 -2.84053
H 0.69894 4.86630 -3.43564
H 2.44962 4.71233 -3.46115
H 1.37009 6.37421 -0.48941
H 1.28261 5.35637 1.77256
H 1.59861 1.46094 0.01618
H 1.72699 2.47394 -2.21975
H 3.06943 2.45273 4.02399
H 4.86115 1.76558 2.55157
H 3.72598 1.74501 1.22773
H 2.49922 -0.05915 2.84922
H 4.18833 -0.36745 3.33061
C -2.14802 -3.97194 2.17910
N -1.34098 -3.10740 1.33626
N -0.38294 -3.62951 0.48600
C 0.52572 -2.65056 0.18488
O 1.45142 -2.85737 -0.65162
C 0.16166 -1.50903 0.94333
C -0.96477 -1.83903 1.64055
C -1.72306 -1.03367 2.63402
C -0.58014 -4.84043 -0.23038
C -1.80521 -5.10356 -0.82874
C -1.97838 -6.28872 -1.52628
C -0.92717 -7.18698 -1.64459
C 0.29845 -6.90240 -1.05915
C 0.47702 -5.73122 -0.33983
H -2.04831 -4.99582 1.83289
H -3.19588 -3.68403 2.11203
H -1.81933 -3.91925 3.21802
H 0.68638 -0.57053 0.94551
H -1.35063 -0.01204 2.62940
H -1.59997 -1.43635 3.64158
H -2.78897 -1.02100 2.40267
H -2.60797 -4.38086 -0.75421
H -2.93181 -6.50194 -1.99095
H -1.06180 -8.10653 -2.19833
H 1.12103 -7.59828 -1.15591
H 1.42544 -5.49533 0.12199
F -5.39496 3.06383 -0.62672
C -4.83714 3.15125 -1.85180
F -5.73500 2.67094 -2.72891
F -4.69693 4.46675 -2.11256
C -3.52538 2.42679 -1.91582
C -3.27467 1.48740 -2.90427
C -2.05193 0.83781 -2.93929
C -1.06882 1.12391 -1.99040
C -1.33576 2.07345 -0.99828
C -2.55606 2.72089 -0.96422
C 0.18115 0.42264 -2.00739
C 1.24276 -0.16524 -1.96310
H -4.03141 1.26262 -3.64287
H -1.84617 0.10003 -3.70295
H -0.58358 2.28912 -0.25152
H -2.75896 3.45210 -0.19199
*
```

Calculated values
maximum force	0.380	eV/A
E_tot	-71091.419	eV
LUMO	0.297	eV